(1)
Here is the molecule C4H7NO2 from the Open Molecules 2025 dataset. Energies are from wB97M-V/def2-TZVPD.

Frontier orbital gap in hartree: 0.3935
LUMO energy in eV: 0.658
SMILES string: C[C@@H](C=O)C(N)=O
2S+1: 1

```
14
C4H7NO2 wB97M-V/def2-TZVPD
C -0.98672 -1.08850 0.61410
C -0.38111 0.02188 -0.24180
C -1.11075 1.34516 -0.04140
O -2.18174 1.44810 0.50087
C 1.07922 0.26357 0.12385
N 2.00336 -0.03345 -0.82976
O 1.37759 0.72553 1.21078
H -0.65225 -0.97830 1.64891
H -2.07583 -1.01219 0.60357
H -0.69354 -2.07753 0.24952
H -0.47324 -0.21444 -1.31281
H -0.59681 2.23234 -0.46608
H 1.76344 -0.49593 -1.68968
H 2.97806 0.07590 -0.59163
```

(2)
Here is the molecule C4H7NO at a distorted geometry from the Open Molecules 2025 dataset. Energies are from wB97M-V/def2-TZVPD.

Frontier orbital gap in hartree: 0.3892
LUMO energy in eV: 0.837
SMILES string: C[C@H]1CC(=O)N1
2S+1: 1

```
13
C4H7NO wB97M-V/def2-TZVPD
C 0.87836 1.26027 -0.55212
C -0.19668 0.20170 -0.45292
C 0.18784 -1.20449 -0.00123
C -0.72942 -1.00764 1.19211
O -0.97423 -1.66653 2.16501
N -1.04593 0.32628 0.80085
H 0.48471 2.22075 -0.90782
H 1.30879 1.41483 0.44032
H 1.66451 0.94488 -1.24484
H -0.79910 0.19296 -1.38322
H -0.15213 -2.01133 -0.65217
H 1.23479 -1.31171 0.26215
H -1.86152 0.64004 0.33388
```

(3)
Here is C51H39BrN3O2PtS as an isolated structure from the Open Molecules 2025 dataset. Energies are from wB97M-V/def2-TZVPD.

Frontier orbital gap in hartree: 0.2878
LUMO energy in eV: -3.004
Charge: +1
2S+1: 1

```
98
C51H39BrN3O2PtS wB97M-V/def2-TZVPD
Pt -0.86059 -0.55645 -0.20503
O 1.21686 -0.47750 -0.11011
C 2.01000 -1.34385 0.64468
C 1.12928 -2.19587 1.60564
C 0.28978 -1.27209 2.42859
C 0.53127 -1.15138 3.78646
C -0.11456 -0.17544 4.51954
C -0.94782 0.70730 3.86106
C -1.16346 0.57577 2.49930
C -1.94168 1.61509 1.75206
C -1.14799 2.31119 0.62549
O -0.77020 1.39685 -0.38252
C 0.09486 3.05212 1.11046
C 1.07234 3.35855 0.16610
C 2.15950 4.14627 0.50500
C 2.28690 4.64644 1.79495
C 1.32478 4.34068 2.74323
C 0.23464 3.54885 2.40023
C -2.12416 3.32927 -0.00446
C -3.02839 2.89848 -0.96956
C -3.96019 3.76804 -1.51468
C -4.00346 5.09153 -1.10066
C -3.10314 5.53199 -0.14399
C -2.16901 4.65924 0.39932
N -0.61149 -0.45685 1.82311
C 2.97425 -0.57157 1.55122
C 2.82647 0.78702 1.76486
C 3.65297 1.44799 2.67033
C 4.62578 0.75310 3.36817
C 4.78338 -0.61227 3.15171
C 3.96338 -1.26671 2.24940
C 2.79813 -2.22195 -0.33755
C 3.90760 -1.66852 -0.97333
C 4.56243 -2.34953 -1.98808
C 4.12750 -3.60813 -2.38165
C 3.03816 -4.17871 -1.74275
C 2.38135 -3.48849 -0.73107
H 0.52647 -2.86701 1.01410
H 1.74319 -2.80716 2.26415
H 1.25669 -1.80855 4.24382
H 0.06666 -0.07439 5.58117
H -1.41953 1.52512 4.38647
H -2.82457 1.19048 1.28188
H -2.30470 2.35904 2.45949
H 0.97023 2.96779 -0.83719
H 2.90878 4.37663 -0.24140
H 3.13226 5.26922 2.05753
H 1.41342 4.72418 3.75175
H -0.51948 3.35474 3.15153
H -2.98981 1.87377 -1.30662
H -4.65155 3.41056 -2.26781
H -4.72677 5.77473 -1.52570
H -3.11759 6.56442 0.18039
H -1.46732 5.03429 1.13171
H 2.06545 1.32241 1.21607
H 3.52824 2.51164 2.82334
H 5.26765 1.26934 4.07016
H 5.55077 -1.16257 3.68097
H 4.10451 -2.32806 2.07242
H 4.25623 -0.68712 -0.67531
H 5.42193 -1.89805 -2.46725
H 4.64335 -4.14475 -3.16693
H 2.70496 -5.17101 -2.02208
H 1.55068 -3.97507 -0.23581
S -2.39285 -0.19152 -4.37560
C -0.65753 -0.16897 -4.50385
C 0.11820 -0.04179 -5.65156
C 1.49028 -0.06389 -5.50222
C 2.07691 -0.20176 -4.23797
C 1.31235 -0.32004 -3.09624
C -0.07337 -0.30768 -3.24279
N -1.02811 -0.44431 -2.23705
C -2.25907 -0.39530 -2.68433
C -3.33276 -0.53822 -1.71909
C -4.68406 -0.60245 -2.04575
C -5.61491 -0.77815 -1.03763
C -5.18766 -0.90463 0.27817
C -3.83491 -0.83382 0.59815
C -2.88939 -0.62138 -0.39304
H -0.33882 0.06892 -6.62530
H 2.11993 0.03033 -6.37644
H 3.15499 -0.21378 -4.14964
H 1.74092 -0.40693 -2.10620
H -5.00337 -0.52127 -3.07832
H -6.66902 -0.82493 -1.27301
H -5.91451 -1.05410 1.06612
H -3.53812 -0.92689 1.63757
Br -2.80345 -5.54082 2.00535
C -1.97369 -4.67993 0.55918
C -1.57822 -5.38261 -0.57018
C -0.97334 -4.68266 -1.59622
C -0.76703 -3.32010 -1.46455
N -1.15357 -2.65683 -0.37147
C -1.75506 -3.32050 0.62436
H -1.74026 -6.44970 -0.63676
H -0.64434 -5.18317 -2.49559
H -0.26899 -2.75193 -2.23539
H -2.07280 -2.74420 1.48101
```

(4)
Here is the molecule C5H10O2 at a distorted geometry from the Open Molecules 2025 dataset. Energies are from wB97M-V/def2-TZVPD.

Frontier orbital gap in hartree: 0.3871
LUMO energy in eV: 0.755
SMILES string: CC1(C)CC1(O)O
2S+1: 1

```
17
C5H10O2 wB97M-V/def2-TZVPD
C 1.29666 -1.21056 -0.47206
C 0.31158 -0.12183 0.01821
C 1.08021 1.17968 -0.34773
C -0.44714 -0.04504 1.36874
C -1.19803 -0.03545 0.04768
O -1.78797 1.31189 -0.24138
O -2.05235 -1.01476 -0.36776
H 1.36101 -1.03696 -1.48144
H 0.93391 -2.23711 -0.23111
H 2.23993 -1.06718 -0.19177
H 1.73645 1.47387 0.54951
H 0.37627 1.90271 -0.60859
H 1.67937 0.92905 -1.18141
H -0.53012 -0.97809 1.92703
H -0.41869 0.91663 1.87928
H -2.07034 1.31836 -1.17018
H -2.51076 -1.28521 0.50299
```

(5)
Here is a 2-piece molecular cluster, C6H9BrN2O2S overall at a distorted geometry from the Open Molecules 2025 dataset. Energies are from wB97M-V/def2-TZVPD.

Frontier orbital gap in hartree: 0.1098
LUMO energy in eV: -3.587
2S+1: 1

```
21
C6H9BrN2O2S wB97M-V/def2-TZVPD
C 0.74030 -2.40799 -1.63829
C 1.63782 -3.52273 -2.06868
C -0.60486 -2.20485 -2.16368
C 0.40527 -0.64635 -0.36605
C -1.26193 1.24806 1.85866
C -0.34229 1.31636 0.72973
N 1.24498 -1.62323 -0.70666
N 0.61429 0.29000 0.55574
O 1.35324 -4.29517 -2.97052
O 2.66701 -3.72266 -1.26923
S -1.13490 -0.66270 -1.32321
Br 3.08546 3.44682 1.86022
H -0.76445 -1.98066 -3.25705
H -1.08049 -3.04266 -1.74604
H -1.90363 0.42938 1.72014
H -0.86733 1.07335 2.87793
H -1.82102 2.12969 2.01931
H 0.38922 2.19145 0.75204
H -0.81674 1.46130 -0.27166
H 2.75094 -2.93978 -0.69658
H 1.40069 0.41903 1.08625
```

(6)
Here is a 16-piece molecular cluster, H33O16 overall at a distorted geometry from the Open Molecules 2025 dataset. Energies are from wB97M-V/def2-TZVPD.

Frontier orbital gap (spin up / spin down) in hartree: 0.3696 / 0.1222
LUMO energy (spin up / spin down) in eV: -6.029 / -12.757
Charge: +2
2S+1: 2

```
49
H33O16 wB97M-V/def2-TZVPD
O 0.94861 0.28483 -2.93002
H 0.21846 0.40602 -3.55016
H 2.35824 -1.71199 -2.08799
O -0.00603 -1.58017 1.58852
H 2.68330 1.00829 -2.43374
H 2.66583 4.19604 -1.48802
O 3.62025 0.71351 -2.38865
H -2.60455 0.36524 -1.37162
H 0.37232 -5.39549 2.85925
O -1.83369 0.55684 -1.93342
H -2.19606 0.79934 -2.78824
H 0.49999 3.11439 3.27621
O -3.41906 -0.15404 0.20806
H 0.82695 -1.15133 1.80921
H -4.11505 0.02584 0.86508
O 2.51549 0.63887 -0.05010
H 1.90833 1.38610 -0.18304
H -0.66305 -4.42991 2.00796
O -1.87800 1.73691 1.34940
H -3.80326 3.34423 1.58532
H -2.09235 2.28825 0.57218
O -4.23089 -1.78151 -2.58680
H 2.66986 -1.60503 -3.59771
H -3.76543 -2.60174 -2.75645
O -0.44460 -5.00240 2.71939
H 0.50618 0.17865 -2.08402
O 2.37072 3.39819 -1.94363
H -2.27865 -2.91826 0.67083
H 2.00881 3.73392 -2.76132
O -1.71796 -2.32647 0.16698
H -1.53168 -2.31494 -0.76664
H 5.95822 -0.12209 -0.26395
O -0.91245 -1.64847 4.16474
H 3.67767 0.36919 -1.40080
H 4.58903 0.23397 0.57426
O 0.41440 3.04921 2.32267
H 0.02510 2.16967 2.21252
H -1.56357 -2.17399 3.69225
O 5.01941 0.04970 -0.26445
H -0.21937 -2.21941 4.51417
H 1.77235 0.11581 0.34828
O 3.06902 -1.65778 -2.72900
H -2.61536 -0.61404 0.45823
H 3.58136 -0.42928 -2.61753
O -3.52393 3.66607 2.44801
H -3.62968 -1.08246 -2.84278
H -0.46545 -1.58702 2.47024
H -2.14085 2.28787 2.13453
H -3.64681 4.61034 2.45552
```

Ordered energy above the lowest of the compared OMol25 structures with the same formula, charge and spin results: 47.0; 139.4; 44.3; 290.9; 72.0; 132.5; unit kJ/mol.